ORCA calculation (wB97M-V/def2-TZVPD) on an isolated molecule of C4H7NS in a non-equilibrium geometry.

Each line ends with the natural charge from an NBO analysis.
Positions of all 13 atoms, in Å:
C (-0.464, -0.717, 1.690)  -0.687
C (-0.588, 0.150, 0.535)  -0.035
S (-1.755, 1.280, 0.461)  -0.005
C (0.270, -0.309, -0.576)  -0.185
C (1.093, 0.718, -1.242)  -0.223
N (-0.019, 0.076, -1.897)  -0.556
H (0.582, -0.705, 2.027)  0.232
H (-0.829, -1.738, 1.368)  0.240
H (-1.076, -0.412, 2.511)  0.236
H (0.575, -1.353, -0.398)  0.209
H (2.053, 0.580, -1.675)  0.203
H (1.004, 1.746, -0.894)  0.201
H (-0.847, 0.685, -1.911)  0.371

Summary:
SMILES ... CC(=S)[C@@H]1CN1
E_HOMO ... -8.87 eV
Energy relative to the best compared isomer or geometry (same formula, charge and spin) ... 1.813 eV
2S+1 ... 1
Frontier orbital gap ... 8.750 eV
Net charge ... 0

ORCA calculation (wB97M-V/def2-TZVPD) on a cluster of 2 separate species, C4H12NO2 in total in a non-equilibrium geometry.

Each line ends with the natural charge from an NBO analysis.
Positions of all 19 atoms, in Å:
C (-1.398, 0.285, -1.244)  -0.120
O (-0.983, -0.236, -2.383)  -0.336
C (-0.244, 0.122, -0.078)  0.006
C (-0.664, 0.694, 1.385)  -0.414
C (-0.963, 2.222, 1.373)  -0.625
N (0.231, -1.299, 0.026)  -0.851
H (-1.660, 1.461, -1.281)  0.136
H (-2.214, -0.135, -0.698)  0.193
H (0.538, 0.898, -0.449)  0.198
H (-1.611, 0.303, 1.678)  0.196
H (0.061, 0.362, 2.109)  0.227
H (-1.997, 2.392, 1.023)  0.216
H (-0.328, 2.793, 0.755)  0.207
H (-0.568, 2.654, 2.391)  0.226
H (-0.422, -1.866, 0.625)  0.365
H (0.147, -1.700, -0.919)  0.380
H (3.372, -0.989, -0.204)  0.469
H (2.546, -2.119, 0.631)  0.488
O (3.498, -1.626, 0.576)  -0.960

Summary:
E_HOMO (spin up / spin down) ... -9.87 / -10.01 eV
Energy relative to the best compared isomer or geometry (same formula, charge and spin) ... 1.496 eV
2S+1 ... 2
Frontier orbital gap (spin up / spin down) ... 10.679 / 7.997 eV
Net charge ... 0

ORCA calculation (wB97M-V/def2-TZVPD) on a cluster of 2 separate species, C5H7NO2 in total in a non-equilibrium geometry.

Each line ends with the natural charge from an NBO analysis.
Positions of all 15 atoms, in Å:
C (1.309, -1.988, 0.185)  -0.598
C (0.467, -0.751, 0.063)  -0.524
C (-0.722, -0.537, 0.966)  0.498
O (-1.141, -1.340, 1.776)  -0.499
C (-1.434, 0.822, 0.620)  0.396
O (-1.920, 1.259, -0.366)  -0.504
H (0.722, -2.948, 0.311)  0.223
H (1.885, -1.936, 1.007)  0.207
H (1.964, -2.087, -0.803)  0.214
H (0.082, -0.682, -1.061)  0.243
H (1.119, 0.146, 0.216)  0.244
H (-1.497, 1.365, 1.675)  0.101
C (-0.225, 2.922, -1.618)  0.084
N (0.624, 3.012, -0.914)  -0.345
H (-1.234, 2.745, -2.057)  0.260

Summary:
SMILES ... CCC(=O)C=O.C#N
E_HOMO ... -9.69 eV
Energy relative to the best compared isomer or geometry (same formula, charge and spin) ... 2.768 eV
2S+1 ... 1
Frontier orbital gap ... 9.657 eV
Net charge ... 0

ORCA calculation (wB97M-V/def2-TZVPD) on a cluster of 2 separate species, C5H12NO in total in a non-equilibrium geometry.

Each line ends with the natural charge from an NBO analysis.
Positions of all 19 atoms, in Å:
C (-0.635, -1.929, 1.958)  -0.112
O (-0.925, -2.597, 0.693)  -0.517
C (-0.402, -0.436, 1.680)  -0.432
C (-1.375, 0.555, 1.113)  -0.486
C (-1.012, 0.948, -0.266)  -0.201
C (0.258, 0.968, -0.741)  0.048
N (2.920, 1.440, -3.448)  -0.290
H (-1.390, -2.138, 2.804)  0.284
H (0.361, -2.407, 2.305)  0.306
H (-1.228, -3.470, 0.878)  0.506
H (0.373, 0.074, 2.392)  0.276
H (0.249, -0.508, 0.734)  0.243
H (-2.506, 0.302, 1.115)  0.275
H (-1.444, 1.448, 1.812)  0.311
H (-1.895, 1.222, -0.871)  0.320
H (0.516, 1.642, -1.599)  0.192
H (2.286, 1.381, -2.619)  0.419
H (3.161, 2.474, -3.626)  0.437
H (2.687, 1.033, -4.313)  0.422

Summary:
E_HOMO (spin up / spin down) ... -17.89 / -16.55 eV
Energy relative to the best compared isomer or geometry (same formula, charge and spin) ... 7.888 eV
2S+1 ... 2
Frontier orbital gap (spin up / spin down) ... 8.059 / 3.361 eV
Net charge ... +2

ORCA calculation (wB97M-V/def2-TZVPD) on an isolated molecule of C3H7N5 in a non-equilibrium geometry.

Each line ends with the natural charge from an NBO analysis.
Positions of all 15 atoms, in Å:
H (-1.387, -1.295, 1.895)  0.383
N (-1.548, -1.551, 0.880)  -0.695
C (-1.075, -1.138, -0.191)  0.239
N (0.153, -0.293, -0.041)  -0.378
N (0.379, 0.578, 1.124)  -0.292
C (0.522, -0.280, 2.230)  -0.199
C (0.163, 0.451, -1.239)  0.572
N (1.112, 1.368, -1.022)  -0.806
N (-0.494, -0.021, -2.268)  -0.758
H (0.001, 0.636, -3.004)  0.336
H (-1.285, -1.355, -1.402)  0.310
H (0.334, 0.452, 3.153)  0.245
H (0.701, -1.506, 1.957)  0.255
H (1.017, 1.918, -0.231)  0.414
H (1.408, 2.036, -1.841)  0.373

Summary:
SMILES ... [H]/N=C\N(N=C)/C(N)=N/[H]
E_HOMO ... -8.97 eV
Energy relative to the best compared isomer or geometry (same formula, charge and spin) ... 5.598 eV
2S+1 ... 1
Frontier orbital gap ... 9.213 eV
Net charge ... 0

ORCA calculation (wB97M-V/def2-TZVPD) on a cluster of 2 separate species, C2H6N4O2 in total in a non-equilibrium geometry.

Each line ends with the natural charge from an NBO analysis.
Positions of all 14 atoms, in Å:
C (-0.250, -0.363, 0.146)  0.642
C (1.239, 1.360, -2.337)  -0.101
H (1.813, 1.277, 1.716)  0.202
H (1.678, -0.776, 2.356)  0.384
H (-2.013, 0.108, -0.171)  0.372
H (-1.519, -0.726, 2.250)  0.478
H (1.271, 0.641, -3.195)  0.205
H (1.732, 2.377, -2.685)  0.196
N (1.844, -0.307, 1.235)  -0.533
N (0.466, -0.572, 1.229)  -0.474
N (-1.557, -0.642, 0.223)  -0.286
N (0.546, 1.371, -1.139)  -0.122
O (-1.948, -1.144, 1.463)  -0.560
O (-0.300, 0.165, -1.208)  -0.404

Summary:
E_HOMO ... -8.58 eV
Energy relative to the best compared isomer or geometry (same formula, charge and spin) ... 10.760 eV
2S+1 ... 1
Frontier orbital gap ... 8.471 eV
Net charge ... 0